1.
# C2H9NO4

3 unconnected molecules or ions with the total composition C2H9NO4 in a non-equilibrium geometry (ωB97M-V with the def2-TZVPD basis set, OMol25).

Computed properties:
Energy above the lowest of the compared OMol25 structures with the same formula, charge and spin in kcal/mol: 1.07
Highest occupied orbital energy in eV: -9.92
Gap between HOMO and LUMO in Ha: 0.3838
SMILES: NCC(=O)O.O.O
E_LUMO in eV: 0.5

```
! wB97M-V def2-TZVPD RIJCOSX def2/J DEFGRID3
* xyz 0 1
C 0.18166 0.81565 0.09524
O 1.63893 0.66642 -2.82361
H 0.60998 0.90998 2.17580
H -0.91200 -3.51912 0.40861
H 1.50783 -0.16641 -2.35791
H -0.94728 -0.76735 2.16644
H -0.62067 2.07577 1.57183
H -0.38348 -2.19290 -0.12490
C -0.24777 1.05132 1.52303
O 0.66884 1.89807 -0.48957
O 0.12140 -0.25860 -0.46646
H 0.90723 0.80191 -3.42977
H 1.04757 1.65228 -1.36364
H -2.05004 0.02844 1.30320
N -1.29438 0.15872 1.97299
O -0.22782 -3.15416 -0.16127
*
```

2.
# C2H9NO4

3 unconnected molecules or ions with the total composition C2H9NO4 in a non-equilibrium geometry (ωB97M-V with the def2-TZVPD basis set, OMol25).

Computed properties:
Energy above the lowest of the compared OMol25 structures with the same formula, charge and spin in kcal/mol: 26.03
Highest occupied orbital energy (alpha / beta) in eV: -15.52 / -15.41
Gap between HOMO and LUMO (alpha / beta) in Ha: 0.4265 / 0.1864
Expectation value of S²: 0.756
E_LUMO (alpha / beta) in eV: -3.9 / -10.3

```
! wB97M-V def2-TZVPD RIJCOSX def2/J DEFGRID3
* xyz 1 2
N 1.94617 -1.22919 0.63114
O -3.22691 1.32830 -0.04481
H -2.17203 -0.12424 -0.34137
H 2.65329 0.61960 0.00567
H -2.96162 2.14021 -0.58406
O -1.54062 -0.89660 -0.41963
H 2.58257 -2.04740 0.58556
C -0.32221 -0.41919 -0.05889
C 0.70595 -1.54048 -0.14509
H 0.99543 -1.63669 -1.23896
O -0.11133 0.71899 0.26742
H 1.66233 -1.17701 1.60870
H 1.76790 1.77899 -0.25008
H -3.24427 1.66353 0.88057
O 2.69540 1.55567 -0.31168
H 0.25857 -2.50544 0.20950
*
```

3.
# C2H9NO4

3 unconnected molecules or ions with the total composition C2H9NO4 in a non-equilibrium geometry (ωB97M-V with the def2-TZVPD basis set, OMol25).

Computed properties:
Energy above the lowest of the compared OMol25 structures with the same formula, charge and spin in kcal/mol: 37.92
Highest occupied orbital energy (alpha / beta) in eV: -14.56 / -14.55
Gap between HOMO and LUMO (alpha / beta) in Ha: 0.3612 / 0.1832
Expectation value of S²: 0.781
E_LUMO (alpha / beta) in eV: -4.7 / -9.6

```
! wB97M-V def2-TZVPD RIJCOSX def2/J DEFGRID3
* xyz 1 2
O 1.37657 2.22463 0.07729
O -1.98522 0.39905 -1.36435
H -0.19286 2.36004 1.44596
C 0.30716 1.68236 0.74140
H -1.16966 -3.55650 -1.78881
H 0.87836 -1.27659 2.51416
O -0.63893 -2.77826 -1.94166
H 1.29726 2.26856 -0.88700
H -1.31087 -0.22745 -1.06255
H 0.25638 -2.92551 -1.65149
C 0.54078 -0.64963 1.69764
H -1.55951 0.69949 -2.17016
O -0.20172 -1.05204 0.81713
H -0.42030 1.23037 0.05753
N 0.93925 0.65215 1.61153
H 1.88332 0.94932 1.90339
*
```

4.
# C2H9NOS

2 unconnected molecules or ions with the total composition C2H9NOS (ωB97M-V with the def2-TZVPD basis set, OMol25).

Computed properties:
Energy above the lowest of the compared OMol25 structures with the same formula, charge and spin in kcal/mol: 9.64
Highest occupied orbital energy in eV: -9.07
Gap between HOMO and LUMO in Ha: 0.3677
SMILES: NCO.CS
E_LUMO in eV: 0.9

```
! wB97M-V def2-TZVPD RIJCOSX def2/J DEFGRID3
* xyz 0 1
H -3.26468 3.51823 1.45693
N 1.39337 -3.05851 -1.23953
C -3.10708 3.01276 2.40302
O 2.31240 -1.32024 -2.68600
S -1.38024 3.09953 2.90991
H -3.26334 1.95751 2.17431
H -3.79743 3.38528 3.14808
C 2.55648 -2.42032 -1.79858
H 3.10885 -1.96015 -0.99298
H 1.84438 -1.59405 -3.48014
H 0.90653 -2.45570 -0.58390
H 3.12304 -3.19453 -2.31027
H -1.21215 4.42083 2.97177
H 0.77985 -3.39065 -1.97261
*
```

5.
# C2H9NOS2

2 unconnected molecules or ions with the total composition C2H9NOS2 in a non-equilibrium geometry (ωB97M-V with the def2-TZVPD basis set, OMol25).

Computed properties:
Energy above the lowest of the compared OMol25 structures with the same formula, charge and spin in kcal/mol: 21.53
Highest occupied orbital energy in eV: -8.07
Gap between HOMO and LUMO in Ha: 0.3151
SMILES: CSS.NCO
E_LUMO in eV: 0.5

```
! wB97M-V def2-TZVPD RIJCOSX def2/J DEFGRID3
* xyz 0 1
H 2.90939 -1.56354 -0.33571
S -1.70611 -0.18435 0.06457
H 1.21837 0.00624 -2.06914
H -0.70727 -0.93950 -0.41149
S -0.47872 0.90658 1.39608
C 2.43726 -1.45965 -1.30587
H 3.14192 -1.67393 -2.11054
O 1.34761 -2.33810 -1.40813
H 0.68176 -1.88305 -1.95407
H -1.66358 2.95183 0.75529
C -1.51969 2.34595 1.64588
H -2.47139 2.05876 2.07688
N 1.94801 -0.08065 -1.36802
H 2.58541 0.65295 -1.63734
H -0.94076 2.90299 2.38430
*
```

6.
# C2H9NOS2

2 unconnected molecules or ions with the total composition C2H9NOS2 in a non-equilibrium geometry (ωB97M-V with the def2-TZVPD basis set, OMol25).

Computed properties:
Energy above the lowest of the compared OMol25 structures with the same formula, charge and spin in kcal/mol: 20.83
Highest occupied orbital energy in eV: -9.04
Gap between HOMO and LUMO in Ha: 0.3489
SMILES: CSS.NCO
E_LUMO in eV: 0.5

```
! wB97M-V def2-TZVPD RIJCOSX def2/J DEFGRID3
* xyz 0 1
H -0.25606 -0.44546 -2.20659
H -0.09328 -1.19218 2.93243
S -1.46757 2.72077 -0.65820
S 0.10864 1.70813 -1.32404
O -0.33668 -1.33489 0.91388
H 0.18134 0.59646 -3.48154
H 1.89313 -1.98125 1.37745
H 2.40545 -0.51375 1.72924
H -0.42168 -0.66035 0.23356
C -0.45615 0.55976 -2.59722
H -2.29084 1.77538 -0.13271
H 0.08996 0.26768 2.06510
H -1.49561 0.51303 -2.90458
C 0.38680 -0.78429 2.01629
N 1.75255 -1.22903 2.03692
*
```

7.
# C2H9NS

2 unconnected molecules or ions with the total composition C2H9NS in a non-equilibrium geometry (ωB97M-V with the def2-TZVPD basis set, OMol25).

Computed properties:
Energy above the lowest of the compared OMol25 structures with the same formula, charge and spin in kcal/mol: 6.71
Highest occupied orbital energy in eV: -8.53
Gap between HOMO and LUMO in Ha: 0.3519
SMILES: CSC.N
E_LUMO in eV: 1.0

```
! wB97M-V def2-TZVPD RIJCOSX def2/J DEFGRID3
* xyz 0 1
H -2.18284 -1.23217 2.67475
H -1.98176 -1.68086 1.07175
H 2.33541 1.90033 -0.09555
H -3.37426 -2.12167 1.99729
H 1.90377 1.24160 -1.76796
C 0.56468 -0.89723 -0.86623
H 1.15656 2.68641 -1.11701
H -0.32336 -1.50872 -0.89594
H 1.29008 -1.37054 -0.20582
C 1.57413 1.71195 -0.85084
H 1.01472 -0.80399 -1.84098
S 0.18403 0.74492 -0.19252
N -2.38965 -1.91530 1.95452
*
```

8.
# C2H9NS

2 unconnected molecules or ions with the total composition C2H9NS (ωB97M-V with the def2-TZVPD basis set, OMol25).

Computed properties:
Energy above the lowest of the compared OMol25 structures with the same formula, charge and spin in kcal/mol: 3.83
Highest occupied orbital energy in eV: -8.97
Gap between HOMO and LUMO in Ha: 0.3664
SMILES: CCN.S
E_LUMO in eV: 1.0

```
! wB97M-V def2-TZVPD RIJCOSX def2/J DEFGRID3
* xyz 0 1
H -0.46179 -0.68767 -1.94059
H 0.79293 0.27001 -1.47597
H -1.17517 1.14445 -0.46301
H 1.88663 0.16582 0.67593
H 0.86218 -1.95516 -0.35590
S -2.33483 1.75621 -0.05275
H -1.80339 2.97717 0.06971
N -0.05144 -0.19128 -1.15848
C 0.27180 -1.09259 -0.04961
C 0.99670 -0.33467 1.05519
H 1.31740 -1.01435 1.84063
H -0.66482 -1.46770 0.35871
H 0.36380 0.42977 1.49613
*
```

9.
# C2H9NS

2 unconnected molecules or ions with the total composition C2H9NS in a non-equilibrium geometry (ωB97M-V with the def2-TZVPD basis set, OMol25).

Computed properties:
Energy above the lowest of the compared OMol25 structures with the same formula, charge and spin in kcal/mol: 59.83
Highest occupied orbital energy in eV: -9.03
Gap between HOMO and LUMO in Ha: 0.3506
SMILES: CNC.S
E_LUMO in eV: 0.5

```
! wB97M-V def2-TZVPD RIJCOSX def2/J DEFGRID3
* xyz 0 1
H 1.17261 -0.01953 -0.49527
H -1.92113 -1.22706 -1.13478
C -0.01060 1.05570 0.42630
H 0.75420 1.75730 0.07747
H -0.14161 0.21861 -1.50301
S 2.66607 -0.40785 -0.02040
N -0.70674 0.42464 -0.68773
C -1.48406 -0.73369 -0.26714
H -0.74248 1.71946 0.90625
H 0.47341 0.43458 1.18541
H -0.85404 -1.45943 0.26692
H -2.29230 -0.42771 0.40061
H 3.08667 -1.33502 0.84537
*
```

10.
# C2H9NS

3 unconnected molecules or ions with the total composition C2H9NS in a non-equilibrium geometry (ωB97M-V with the def2-TZVPD basis set, OMol25).

Computed properties:
Energy above the lowest of the compared OMol25 structures with the same formula, charge and spin in kcal/mol: 53.47
Highest occupied orbital energy in eV: -8.97
Gap between HOMO and LUMO in Ha: 0.3601
SMILES: [H][H].C1CS1.N
E_LUMO in eV: 0.8

```
! wB97M-V def2-TZVPD RIJCOSX def2/J DEFGRID3
* xyz 0 1
H -0.26164 -2.50560 0.93666
S -0.26621 -0.68545 -0.89736
H 2.20898 0.73125 3.17508
N -1.02712 2.85694 0.00006
C 0.02425 -1.36296 0.90225
H -2.03638 2.86066 -0.26247
H 2.27465 -0.00748 2.97786
C 1.26481 -0.78630 0.14143
H 1.69134 0.16878 0.32325
H 1.94629 -1.63609 0.06444
H -0.64735 3.12942 -0.90970
H -0.96215 1.85514 0.16749
H -0.49897 -0.73193 1.62272
*
```

Q: Look up the energy above the lowest of the compared OMol25 structures with the same formula, charge and spin of the fourth one.
A: 9.64 kcal/mol

Q: Look up the energy above the lowest of the compared OMol25 structures with the same formula, charge and spin of the first one.
A: 1.07 kcal/mol